The following is a DFT calculation (the ωB97M-V functional and the def2-TZVPD basis) of a gas-phase ion, C5H7N2 (charge +1) at a distorted geometry.

Last column: natural (NBO) charge in e.
Geometry (Å):
H (-1.326950, 0.048186, -1.725939)  0.455
C (0.872932, -1.004192, -1.200933)  -0.689
C (0.506151, -0.284113, -0.016584)  0.042
H (-2.491557, 1.404303, -0.853002)  0.494
C (1.038440, -0.085237, 1.240699)  -0.267
H (0.232215, 1.061080, 3.002830)  0.240
H (1.911075, -0.590267, 1.653929)  0.268
H (0.050560, -1.709719, -1.481061)  0.250
N (-1.669763, 0.650091, -0.929283)  -0.652
C (-0.832538, 0.564626, 0.096889)  0.553
H (0.890201, -0.263833, -2.004754)  0.250
C (0.038210, 0.663665, 2.002366)  0.257
N (-0.973492, 1.170587, 1.337183)  -0.483
H (1.754515, -1.625176, -1.122341)  0.282

Cartesian forces, eV/Å:
-1.4 1.4 0.6
-1.0 -0.8 -1.3
-0.8 1.7 3.9
2.1 -2.5 -0.7
-0.9 -1.8 -2.2
-0.3 -0.6 0.0
-0.2 0.4 -0.1
0.4 0.4 0.2
0.7 1.2 2.0
0.0 -0.4 -1.4
0.6 -0.3 -0.4
0.3 2.4 0.1
0.2 -1.2 -0.7
0.4 0.3 0.0

Output
Charge: +1
DFT total energy (eV): -8270.099
Energy relative to the best compared isomer or geometry (same formula, charge and spin) (kJ/mol): 258.37
HOMO (eV): -14.530
Max |F| (eV/Å): 4.35
Orbital gap (Eh): 0.295
Structure (SMILES): CC1=CC=NC1=[NH2+]